Below is an isolated ion of composition C6H8N and charge +1 at a distorted geometry, with properties calculated with ωB97M-V/def2-TZVPD.

## Properties
HOMO level ... -15.653 eV
Charge ... +1
Orbital gap ... 0.38112 hartree
Electronic energy ... -287.7698 Eh
Maximum force ... 5.07 eV Å⁻¹
Energy relative to the best compared isomer or geometry (same formula, charge and spin) ... 489.6 kJ/mol
SMILES ... C=CC1=[N+]=C1CC

Element x y z (Å)
C (-1.254, -0.489, 0.010)
C (0.132, -0.912, -0.085)
C (-3.698, 0.032, -0.071)
C (-2.479, 0.417, 0.273)
C (2.327, 0.401, 0.009)
C (1.581, -0.853, -0.216)
N (-0.936, -1.771, -0.206)
H (-4.594, 0.650, 0.251)
H (-3.879, -0.883, -0.613)
H (-2.130, 1.309, 0.808)
H (2.105, 0.688, 1.027)
H (2.182, 1.049, -0.872)
H (3.454, 0.025, 0.087)
H (1.873, -1.425, 0.579)
H (1.874, -1.215, -1.192)

Atom charges from the Mulliken analysis, given in e for atoms 1 to 2: atom 1 (C): 0.457, atom 2 (C): 0.525

Below is C4H9NO3S as an isolated structure at a distorted geometry, with properties calculated with ωB97M-V/def2-TZVPD.

## Properties
HOMO level ... -9.554 eV
Orbital gap ... 0.36777 hartree
Electronic energy ... -836.3386 Eh
Maximum force ... 5.08 eV Å⁻¹
Energy relative to the best compared isomer or geometry (same formula, charge and spin) ... 333.8 kJ/mol

Element x y z (Å)
C (-0.002, 0.001, 0.788)
C (3.028, 0.985, -0.815)
C (-2.821, -1.687, -0.373)
C (1.492, 0.383, 0.895)
N (-0.690, 0.320, -0.347)
O (-0.530, -0.414, 1.753)
O (-2.859, 0.835, -1.233)
O (2.028, 0.169, -0.383)
S (-2.192, 0.088, -0.209)
H (4.151, 0.471, -0.643)
H (3.180, 1.969, -0.357)
H (3.048, 1.175, -1.910)
H (-3.786, -1.659, 0.113)
H (-2.879, -1.745, -1.482)
H (-2.157, -2.465, -0.019)
H (2.010, -0.307, 1.601)
H (1.554, 1.385, 1.439)
H (-2.573, 0.498, 1.182)

Atom charges from the Mulliken analysis, given in e for atoms 1 to 2: atom 1 (C): 0.594, atom 2 (C): -0.691

Below is one molecule with the formula CClF2NO2 at a distorted geometry, with properties calculated with ωB97M-V/def2-TZVPD.

## Properties
HOMO level ... -11.657 eV
Orbital gap ... 0.42441 hartree
Electronic energy ... -903.1554 Eh
Maximum force ... 3.12 eV Å⁻¹
Energy relative to the best compared isomer or geometry (same formula, charge and spin) ... 15.6 kJ/mol
SMILES ... O=[N+]([O-])C(F)(F)Cl

Element x y z (Å)
C (0.486, 0.460, 0.466)
N (-0.566, -0.407, -0.475)
O (-0.459, -0.297, -1.644)
O (-1.362, -0.980, 0.174)
F (1.665, 0.580, -0.195)
F (0.671, -0.253, 1.562)
Cl (-0.252, 2.022, 0.712)

Atom charges from the Mulliken analysis, given in e for atoms 1 to 2: atom 1 (C): 0.569, atom 2 (N): 0.854